No. 1
Here is a single C5H5NO2 molecule in a non-equilibrium geometry from the OMol25 dataset. Energies are from ωB97M-V with the def2-TZVPD basis set.

XYZ file:
```
13
Properties=species:S:1:pos:R:3
C 0.3680 -1.0677 -0.2104
C -1.1041 -0.4331 -0.6097
C 0.0822 1.2814 0.3817
C 0.8375 0.1414 0.5669
C 0.0871 2.5724 1.1332
H 1.1915 -2.3718 -1.5185
H 0.3106 -1.8761 0.5466
H -1.1925 -1.0600 -1.6477
H -1.8476 -0.6165 0.1921
H 1.5460 0.0552 1.3452
N -0.5596 3.6161 1.6091
O 1.2991 -1.3498 -1.3337
O -1.0182 1.1085 -0.4548
```

As for the total charge: 0.



No. 2
Here is C5H10 as an isolated structure in a non-equilibrium geometry from the OMol25 dataset. Energies are from ωB97M-V with the def2-TZVPD basis set.

XYZ file:
```
15
Properties=species:S:1:pos:R:3
C -0.5954 1.1502 0.2791
C -0.2285 -0.3019 0.1286
C 1.0449 -0.6896 0.5644
C 0.6189 -2.0281 0.7803
C 2.1626 0.0382 0.8567
H 0.0463 1.7870 -0.3646
H -0.4142 1.4733 1.3015
H -1.6707 1.3320 -0.0041
H -0.8415 -0.9051 -0.5476
H -3.1726 1.3438 -3.6843
H 0.2983 -2.3108 1.7926
H 0.4423 -2.7075 -0.0579
H -2.9345 1.1298 -2.9932
H 3.0423 -0.4245 1.2621
H 2.2018 1.1132 0.6866
```

As for the total charge: 0.



No. 3
Here is a single C2H4N2 molecule in a non-equilibrium geometry from the OMol25 dataset. Energies are from ωB97M-V with the def2-TZVPD basis set.

XYZ file:
```
8
Properties=species:S:1:pos:R:3
C 1.4276 0.0551 -0.0837
C -0.9749 -0.4404 0.3101
N -1.8865 0.3260 -0.1897
N 0.2816 -0.4442 -0.3134
H 2.2135 0.1744 -0.8764
H 1.7758 0.4124 0.9308
H -1.1777 -0.8949 1.2646
H -1.6593 0.8116 -1.0423
```

As for the total charge: 0.



What are the energy above the lowest of the compared OMol25 structures with the same formula, charge and spin values for these records? In order: 115.8 120.3 42.0 kcal/mol.
What are the HOMO-LUMO gap values for these records? In order: 9.33 7.38 10.12 eV.
What are the LUMO level values for these records? In order: -0.2 0.0 0.6 eV.